(1)
The following is a DFT calculation (ωB97M-V/def2-TZVPD) of a 2-piece molecular cluster, C24H43F3N7O4P overall in a non-equilibrium geometry.

Element x y z (Å)
C -2.0122 3.9406 -3.0375
H -4.0773 -2.9268 0.3450
C -0.3367 -1.3210 0.8174
H 6.1849 -0.5213 -1.3662
C -0.6302 2.5944 -0.8773
H -5.2262 1.2226 -0.2095
H -0.0934 2.0535 -0.0639
N -1.7584 0.4261 -1.4314
H -1.2757 -0.2345 -2.0448
C -1.3925 -3.6503 0.1059
N -2.6355 -1.4309 -0.3620
H -0.5252 -4.3761 -1.7704
C -0.2594 -4.4736 -0.6720
H 6.5333 -0.1850 0.2882
O -6.9203 -1.0350 -1.2963
O 2.5721 0.5191 0.8479
C -7.4058 -1.3824 -2.5332
H -3.0158 1.9829 -3.4416
F -6.4453 -1.6898 -3.4673
C -3.6973 -1.8878 0.5557
H -0.8974 -0.6824 1.5511
C 3.3047 0.0197 3.2469
N 4.3541 0.6176 2.4195
C -5.4968 -1.2408 -1.1942
H 4.3839 3.7518 2.4814
H 5.3384 3.0399 -1.0213
H -2.7486 1.0730 1.2460
C -3.3473 -1.8330 2.0864
H -0.3173 -5.5707 -0.4481
H 6.0318 4.1766 0.0937
H -4.9560 0.8778 1.5398
H 4.2956 -0.1126 -2.3990
H 4.2677 4.0211 -0.0135
O -3.1339 -0.7847 2.7410
H 0.1537 -2.1256 1.4380
C -1.3127 -2.1031 -0.1866
H 4.1756 1.6305 -2.1188
H 5.5069 2.5720 3.1657
F -8.2642 -2.4456 -2.4881
C 6.0390 0.2285 -0.5845
C 3.9696 0.6454 -1.6832
C -4.9621 -0.9523 0.2920
H -0.7863 -2.0264 -1.1907
H -2.4918 4.5308 -3.8558
C -2.5336 -0.0380 -0.4604
N 4.6184 0.4694 -0.3817
H -2.3591 -4.1145 -0.2436
H 6.5900 1.1254 -0.8939
H -1.2263 -3.8915 1.1947
H -0.8171 5.7685 -2.3853
F -8.0965 -0.2897 -3.0207
C 5.5656 -0.1650 2.5836
C -0.3668 4.0165 -1.1136
H 3.0108 -0.9681 2.8718
C -1.0536 4.6947 -2.2018
H 0.3883 4.4937 -0.4392
H -6.0317 -2.3382 1.2873
H 6.4506 0.3913 2.2692
H 3.6412 -0.0974 4.2808
P 3.8611 1.3335 0.9208
N 5.2472 2.4283 1.0334
H 1.2570 -2.9805 -1.1898
H -4.9112 -0.5647 -1.8851
H 2.4216 0.6563 3.2841
H 5.5123 -1.1205 2.0495
C -2.2797 2.5260 -2.7942
C -1.5573 1.8398 -1.7060
H 5.7460 -0.3837 3.6407
C 5.2110 3.4674 -0.0272
N -6.0732 -1.3176 1.2016
H 0.4913 -0.7884 0.2859
H 6.1402 3.9139 2.2724
H 1.9481 -4.6105 -0.9049
C 1.1920 -3.8796 -0.5090
C 5.3117 3.2011 2.3010
H 2.8847 0.5445 -1.6006
N -3.2165 0.9152 0.3501
H 1.4496 -3.5312 0.5199
C -4.6516 0.5606 0.5052
H -5.9317 -0.8930 2.1193
H -5.2552 -2.3223 -1.4076
O -3.2673 -2.9838 2.6883

Cartesian forces (eV/Å) of the 6 atoms listed first:
C 1.359 -0.265 1.653
H 0.993 0.973 -0.027
C -0.138 -1.250 0.403
H -0.294 0.060 -0.072
C -0.736 0.550 -1.360
H 0.442 -0.920 0.623

Calculated values
- HOMO-LUMO gap: 6.505 eV
- E_LUMO: -1.078 eV
- HOMO: -7.583 eV
- Calculated total energy: -61642.788 eV

(2)
The following is a DFT calculation (ωB97M-V/def2-TZVPD) of a 2-piece molecular cluster, C24H43F3NO2 overall in a non-equilibrium geometry.

Element x y z (Å)
C 0.4944 5.5337 -1.7212
H -4.4999 -1.0827 6.1946
H 2.0836 4.9266 0.0804
H 4.4024 -0.6736 -3.3271
C 1.8896 0.0861 -3.7891
C 4.1948 -1.8185 -1.4129
C -0.1458 0.9560 -2.6502
H 2.4906 -0.0006 -4.7260
H -2.3820 1.1758 -2.5886
C -0.3974 -2.9126 -1.3632
H 1.4476 5.8459 1.4887
H -0.8994 4.9768 -0.0082
C -1.4553 1.7845 -2.7356
C -0.0271 5.6302 -0.2432
C -1.2757 -0.9879 0.1467
H -1.7930 -0.9411 1.1423
H -1.5103 2.1794 -3.7895
H 1.0566 6.4800 -1.9358
H -0.8445 -3.9316 -1.4063
H -1.2251 1.1685 -0.0927
C -1.3743 3.0579 -1.7870
C -1.4415 -3.3806 5.0352
C -0.4516 0.3556 -0.0911
C -2.0849 -4.7290 5.3046
F 5.9390 -3.3655 -0.6985
O 3.3461 -2.8095 -0.8106
H -2.0540 -1.1118 -0.6576
H 0.9260 4.1128 1.1687
H -4.1359 -3.0748 4.7109
H 0.6656 -2.0666 0.4322
H -0.4855 -3.5420 4.5315
H -0.1479 5.0753 -3.7892
H -3.1197 -2.0162 6.7687
C 3.6298 -1.2627 -2.7609
C 1.1622 5.1064 0.7035
H -1.0755 6.4067 -2.9685
H -3.0191 -4.6265 5.8600
H -3.9370 -1.5596 3.8538
H -2.8454 -0.5321 5.8604
F 6.4949 -1.6276 -2.0317
N 2.3565 -0.5228 -2.6363
H 0.6705 -2.9818 -1.7251
C -0.3882 -2.2920 0.1101
H 4.3702 -1.0441 -0.6273
C 5.5538 -2.5703 -1.7361
C -1.8010 4.4134 -2.4639
C 0.3404 0.3111 -1.4346
C -3.5002 -2.1864 4.6344
H 0.2218 0.5905 0.7756
H 1.9697 -0.8427 -0.5519
H 3.4193 -2.1547 -3.4173
C -0.6199 5.3863 -2.8246
C 0.6754 0.8288 -3.8594
C -0.8967 -3.4125 1.1354
C 1.6151 -0.3955 -1.5011
H -0.3666 3.0598 -1.3070
H 1.2315 4.6971 -1.8665
H 0.3586 1.3105 -4.8105
H -1.9603 -3.1988 1.3891
H -0.2409 6.6708 0.0983
H -2.3463 4.1565 -3.4163
H -2.1096 2.8739 -0.9519
H -1.2143 -2.8576 5.9698
H -1.4157 -5.3599 5.8918
F 5.4327 -3.4096 -2.8168
H -0.7233 -4.4328 0.7128
H -0.2390 -3.3406 2.0424
H 3.4570 -3.6432 -1.3080
O -2.2049 -2.5464 4.1769
H -2.5292 4.9436 -1.8067
H -2.3174 -5.2385 4.3669
C -3.4902 -1.4100 5.9394
H -0.9045 -2.2073 -2.0787

Cartesian forces (eV/Å) of the 6 atoms listed first:
C -0.628 0.262 -0.504
H 0.043 -0.011 -0.040
H -0.818 0.292 0.637
H -0.860 -0.180 0.829
C -1.191 0.852 -0.650
C 0.259 -1.339 -0.025

Calculated values
- HOMO-LUMO gap: 7.527 eV
- E_LUMO: -3.916 eV
- ΔE to the lowest compared entry with this formula, charge and spin: 0.0 kJ/mol
- Charge: +1
- HOMO: -11.443 eV
- Calculated total energy: -39315.275 eV

(3)
The following is a DFT calculation (ωB97M-V/def2-TZVPD) of C24H43FeN7O4S2 as an isolated structure in a non-equilibrium geometry.

Element x y z (Å)
H -1.0945 -0.5067 -5.8506
C -2.9974 -0.7773 -4.8622
H 2.7608 -3.5259 0.0954
H 4.6780 0.7032 -3.5919
H -2.8245 -1.8481 -4.7475
S 0.5702 3.0359 -1.3589
H -4.5664 -0.7977 -3.3769
H -2.6730 -0.0024 -0.4355
H -1.3801 -0.3302 6.4199
C -0.8642 0.2548 3.0216
H 0.9970 -0.2677 -2.9985
H 3.4248 -1.5186 1.5606
H 1.8604 -0.7894 1.1247
H -3.5646 -0.8962 5.6637
H -0.5815 1.2425 4.9135
C -2.7392 -1.4580 5.2238
C -1.6674 -0.0620 -5.0329
C 3.2541 -0.9236 -0.4625
H 3.1977 5.8303 0.8814
O -0.6986 -0.2826 -1.5718
H -2.6651 -2.4096 5.7593
C -1.4343 -0.2292 -2.5879
H -3.2933 -1.5596 1.4296
C 3.6754 4.8870 0.6136
N -2.8197 -2.4177 1.6948
C 2.6511 -1.4784 0.7921
N -1.7511 -3.5375 3.4067
H -1.6673 -3.7460 4.3859
H 5.9348 -1.1630 -2.5069
N -3.0876 -1.6681 3.8365
C -3.4205 -0.2348 -1.1887
C 3.1223 0.6391 -2.1308
H -0.5360 -1.3970 -0.1988
O -1.5519 1.0647 0.8833
C -1.3151 0.5666 4.4678
H -0.6649 -0.8208 2.9128
H 2.5705 1.4722 -2.5428
C 1.7965 4.1199 -0.8512
H -2.2665 1.1026 4.4445
H 0.2293 1.9463 2.6575
H -3.9791 0.8183 -3.7941
C 2.0535 -2.8786 0.6169
H -0.5825 -1.3216 5.1960
H 0.8844 -0.9389 -4.6395
H 2.8823 5.5272 -2.0455
O -3.1495 0.3650 2.2369
N 0.3481 0.9377 2.5851
H 4.3717 5.0826 -0.2018
H -4.1716 0.5565 -1.1780
H -3.6286 -0.6271 -5.7364
H -3.9046 -1.1895 -0.9628
C -3.6705 -0.2200 -3.6192
S 2.6234 2.4134 1.0883
H 1.1516 0.6801 3.1466
H 0.9368 -2.4890 -1.1885
H 4.2420 4.5292 1.4695
O -0.2594 -2.0759 0.4437
C 1.8891 5.4070 -1.6119
C 4.4667 -1.3892 -0.9591
C 0.7461 -2.8646 -0.1806
C 2.6540 3.8697 0.2003
H 1.1519 5.4260 -2.4104
C -1.9601 0.6099 1.9663
H -3.3840 -0.7847 3.3475
C 0.5449 -0.1410 -3.9764
H 1.7088 6.2481 -0.9413
C -2.5362 -2.5278 3.0023
H 0.8545 0.8204 -4.3900
N -2.7766 -0.2864 -2.4813
H -2.1224 -2.7437 1.0344
H -1.4765 -4.2413 2.7447
C -1.4321 -0.6618 5.3815
H 1.8642 -3.2982 1.6063
C 4.3091 0.2230 -2.7014
C 4.9983 -0.8176 -2.0996
H 0.3681 -3.8942 -0.2665
H 4.9922 -2.1736 -0.4413
N -0.8864 -0.1958 -3.8230
Fe 0.5214 0.9640 0.0055
N 2.5924 0.0673 -1.0544
H -1.8339 0.9980 -5.2614

Cartesian forces (eV/Å) of the 6 atoms listed first:
H -0.035 0.105 0.062
C 0.062 0.200 0.103
H 0.019 -0.088 0.074
H 0.072 0.109 -0.075
H -0.003 -0.042 0.010
S -0.140 -0.140 -0.109

Calculated values
- HOMO-LUMO gap (alpha / beta): 7.394 / 6.984 eV
- Multiplicity: 6
- E_LUMO (alpha / beta): -1.889 / -3.310 eV
- ΔE to the lowest compared entry with this formula, charge and spin: 34.0 kJ/mol
- Charge: +1
- HOMO (alpha / beta): -9.282 / -10.294 eV
- Calculated total energy: -100263.027 eV
- Expectation value of S²: 8.768

> Which value of calculated total energy does entry 2 give?

-39315.275 eV

> Which value of calculated total energy does entry 2 give?

-39315.275 eV

Copy entry 2 word for word.
The following is a DFT calculation (ωB97M-V/def2-TZVPD) of a 2-piece molecular cluster, C24H43F3NO2 overall in a non-equilibrium geometry.

Element x y z (Å)
C 0.4944 5.5337 -1.7212
H -4.4999 -1.0827 6.1946
H 2.0836 4.9266 0.0804
H 4.4024 -0.6736 -3.3271
C 1.8896 0.0861 -3.7891
C 4.1948 -1.8185 -1.4129
C -0.1458 0.9560 -2.6502
H 2.4906 -0.0006 -4.7260
H -2.3820 1.1758 -2.5886
C -0.3974 -2.9126 -1.3632
H 1.4476 5.8459 1.4887
H -0.8994 4.9768 -0.0082
C -1.4553 1.7845 -2.7356
C -0.0271 5.6302 -0.2432
C -1.2757 -0.9879 0.1467
H -1.7930 -0.9411 1.1423
H -1.5103 2.1794 -3.7895
H 1.0566 6.4800 -1.9358
H -0.8445 -3.9316 -1.4063
H -1.2251 1.1685 -0.0927
C -1.3743 3.0579 -1.7870
C -1.4415 -3.3806 5.0352
C -0.4516 0.3556 -0.0911
C -2.0849 -4.7290 5.3046
F 5.9390 -3.3655 -0.6985
O 3.3461 -2.8095 -0.8106
H -2.0540 -1.1118 -0.6576
H 0.9260 4.1128 1.1687
H -4.1359 -3.0748 4.7109
H 0.6656 -2.0666 0.4322
H -0.4855 -3.5420 4.5315
H -0.1479 5.0753 -3.7892
H -3.1197 -2.0162 6.7687
C 3.6298 -1.2627 -2.7609
C 1.1622 5.1064 0.7035
H -1.0755 6.4067 -2.9685
H -3.0191 -4.6265 5.8600
H -3.9370 -1.5596 3.8538
H -2.8454 -0.5321 5.8604
F 6.4949 -1.6276 -2.0317
N 2.3565 -0.5228 -2.6363
H 0.6705 -2.9818 -1.7251
C -0.3882 -2.2920 0.1101
H 4.3702 -1.0441 -0.6273
C 5.5538 -2.5703 -1.7361
C -1.8010 4.4134 -2.4639
C 0.3404 0.3111 -1.4346
C -3.5002 -2.1864 4.6344
H 0.2218 0.5905 0.7756
H 1.9697 -0.8427 -0.5519
H 3.4193 -2.1547 -3.4173
C -0.6199 5.3863 -2.8246
C 0.6754 0.8288 -3.8594
C -0.8967 -3.4125 1.1354
C 1.6151 -0.3955 -1.5011
H -0.3666 3.0598 -1.3070
H 1.2315 4.6971 -1.8665
H 0.3586 1.3105 -4.8105
H -1.9603 -3.1988 1.3891
H -0.2409 6.6708 0.0983
H -2.3463 4.1565 -3.4163
H -2.1096 2.8739 -0.9519
H -1.2143 -2.8576 5.9698
H -1.4157 -5.3599 5.8918
F 5.4327 -3.4096 -2.8168
H -0.7233 -4.4328 0.7128
H -0.2390 -3.3406 2.0424
H 3.4570 -3.6432 -1.3080
O -2.2049 -2.5464 4.1769
H -2.5292 4.9436 -1.8067
H -2.3174 -5.2385 4.3669
C -3.4902 -1.4100 5.9394
H -0.9045 -2.2073 -2.0787

Cartesian forces (eV/Å) of the 6 atoms listed first:
C -0.628 0.262 -0.504
H 0.043 -0.011 -0.040
H -0.818 0.292 0.637
H -0.860 -0.180 0.829
C -1.191 0.852 -0.650
C 0.259 -1.339 -0.025

Calculated values
- HOMO-LUMO gap: 7.527 eV
- E_LUMO: -3.916 eV
- ΔE to the lowest compared entry with this formula, charge and spin: 0.0 kJ/mol
- Charge: +1
- HOMO: -11.443 eV
- Calculated total energy: -39315.275 eV

> Which value of calculated total energy does entry 3 give?

-100263.027 eV